1.
21
Properties=species:S:1:pos:R:3:forces:R:3:lowdin_charge:R:1 method="wB97M-V/def2-TZVPD" total_energy_ha=-312.15484 multiplicity=2 e_above_lowest_ev=0.753 s2=0.75 charge=-1
C -2.266681 -1.330245 0.905697 1.14 1.67 0.82 -0.165
C -1.515676 -0.681773 -0.265153 -0.85 -1.19 -1.52 -0.297
C -0.878278 0.668448 -0.086712 -1.64 0.40 0.95 -0.327
C -1.375927 1.685828 -0.803677 1.07 0.01 0.64 0.015
C -0.075622 0.864813 1.180382 0.60 -0.36 -0.22 -0.292
C 0.314836 2.267006 1.653267 0.84 -0.78 0.78 -0.160
H -1.483781 -1.510283 1.654328 -0.58 -1.00 0.09 0.048
H -2.917473 -0.594639 1.391486 -0.18 -0.01 -0.18 0.069
H -2.876395 -2.155583 0.557868 0.30 -0.40 0.23 0.057
H -2.327423 -0.595328 -1.012390 0.68 0.24 -0.21 0.092
H -0.839894 -1.461066 -0.651279 0.17 0.35 0.06 0.080
H -1.976350 1.545901 -1.690634 -0.19 -0.04 0.10 0.047
H -1.120408 2.688948 -0.479739 0.07 0.13 -0.43 0.042
H -0.563449 0.288140 1.973946 -0.24 0.49 0.11 0.084
H 0.880928 0.314359 1.142511 -0.20 -0.04 -0.58 0.074
H -0.459643 2.876575 2.110587 -0.29 0.10 -0.42 0.062
H 1.029284 2.055973 2.464734 -0.18 0.22 0.07 0.054
H 0.939715 2.806118 0.942287 -0.45 0.17 -0.31 0.065
H 4.959929 -3.482882 -2.772916 0.02 -0.54 0.19 -0.060
H 4.431858 -2.741878 -1.499751 -0.08 -0.24 0.05 -0.078
O 4.670061 -2.635765 -2.434403 0.00 0.82 -0.22 -0.410

***

2.
24
Properties=species:S:1:pos:R:3:forces:R:3:lowdin_charge:R:1 method="wB97M-V/def2-TZVPD" total_energy_ha=-746.43024 e_above_lowest_ev=0.359 charge=0
C 0.326936 -3.700124 -1.324230 -0.43 -0.37 0.43 -0.131
C -0.773280 -2.763397 -0.702350 0.27 -0.09 -0.66 -0.263
C -0.744413 -1.276892 -1.262608 -0.27 -0.58 1.16 -0.206
C -0.926905 -0.305154 -0.040640 0.46 0.28 -0.48 -0.229
C -0.439331 1.179843 -0.288350 -0.64 -0.23 1.42 -0.261
C 0.332678 1.646628 1.024664 -0.81 0.33 -0.93 -0.423
P 1.383714 3.182156 0.773609 0.93 -0.54 0.80 0.882
N 0.663691 4.386938 1.896023 0.18 -0.57 -0.56 -0.125
C 1.517425 4.539185 2.763987 -1.08 -0.04 -1.52 -0.530
O 2.346770 4.694689 3.533010 1.04 0.40 1.57 0.178
H 0.028909 -4.096110 -2.325365 0.28 0.38 0.72 0.070
H 0.436610 -4.572933 -0.624282 0.03 0.63 -0.83 0.070
H 1.327014 -3.211522 -1.411975 -0.81 -0.23 0.11 0.069
H -1.785547 -3.194178 -0.919355 0.87 0.22 0.36 0.104
H -0.620349 -2.792931 0.409572 -0.25 0.29 -0.98 0.097
H -1.572694 -1.165255 -2.011003 0.89 0.13 0.54 0.112
H 0.243718 -1.080089 -1.742092 -0.75 -0.09 0.24 0.102
H -1.988358 -0.282159 0.303072 0.72 -0.13 -0.29 0.116
H -0.330117 -0.712544 0.819958 -0.50 0.25 -0.82 0.093
H -1.363236 1.814011 -0.335193 0.98 -0.28 -0.34 0.106
H 0.160814 1.322589 -1.215463 -0.37 -0.29 0.67 0.093
H -0.441166 1.833128 1.817764 0.83 -0.05 -0.61 0.087
H 1.028719 0.855286 1.401977 -0.53 0.67 -0.43 0.063
H 1.188399 3.698836 -0.540731 -1.05 -0.08 0.43 -0.072

***

3.
76
Properties=species:S:1:pos:R:3:forces:R:3:lowdin_charge:R:1 method="wB97M-V/def2-TZVPD" total_energy_ha=-2514.23121 multiplicity=5 e_above_lowest_ev=1.762 s2=6.02 charge=+2
Os 1.354580 1.621901 -1.287575 -3.35 -1.04 -1.73 0.752
H 2.631778 4.057720 -0.942959 0.54 -0.03 -0.08 0.063
H 3.182834 3.539974 -0.975001 -0.15 0.63 -0.07 0.049
P -0.446758 2.857968 -1.985312 -3.41 2.69 -0.68 0.645
P 2.996095 0.245516 -2.128263 3.23 -2.33 -1.47 0.589
C 3.593161 -1.098177 -0.995603 -0.46 0.48 0.32 -0.245
H 4.487193 -1.536247 -1.460218 -0.33 0.10 0.00 0.073
H 3.896247 -0.647844 -0.041030 -0.11 -0.21 -0.15 0.054
H 2.825463 -1.867721 -0.817504 0.39 0.34 -0.12 0.025
C 2.758568 -0.731784 -3.664129 -0.38 0.48 0.08 -0.221
H 2.730882 -0.057801 -4.527308 -0.07 -0.15 0.12 0.065
H 3.599480 -1.427713 -3.778590 -0.18 0.22 0.14 0.073
H 1.821162 -1.299342 -3.609754 0.21 0.12 -0.05 0.044
C 4.607601 1.080248 -2.381745 -0.34 0.49 -0.03 -0.226
H 4.896077 1.576839 -1.449763 0.04 -0.03 -0.16 0.053
H 5.364060 0.331093 -2.634275 -0.18 0.04 0.01 0.071
H 4.545695 1.818047 -3.185078 0.04 -0.03 0.11 0.062
C -1.638558 2.575086 -3.359905 0.66 -0.78 -0.23 -0.213
H -2.445536 3.322746 -3.362277 0.45 -0.14 0.33 0.078
H -1.103816 2.638046 -4.312256 -0.09 -0.05 0.05 0.063
H -2.078680 1.576887 -3.275333 0.02 0.10 -0.03 0.053
C -1.648641 3.043917 -0.598625 0.43 -0.45 0.27 -0.230
H -1.167617 3.561995 0.238874 -0.08 -0.17 -0.11 0.050
H -2.521541 3.630133 -0.919704 0.35 -0.14 -0.18 0.083
H -1.973663 2.054092 -0.264699 0.00 0.19 0.05 0.032
C -0.060258 4.629374 -2.296874 0.89 -0.27 -0.04 -0.225
H 0.591052 4.705758 -3.171246 -0.03 0.10 0.06 0.062
H -0.971116 5.213088 -2.481925 0.06 -0.41 0.12 0.078
H 0.466044 5.045185 -1.434113 -0.06 0.05 -0.10 0.042
C 1.900428 1.956685 0.458281 4.59 1.26 7.77 -0.405
O 2.433133 2.135985 1.488586 -2.39 -0.67 -3.54 0.135
H 0.803460 1.465449 -2.825627 0.52 -0.01 -1.24 -0.072
C -3.117331 1.858761 2.382289 -0.16 -0.07 -0.15 -0.026
C -1.792693 1.165043 2.692690 -0.32 0.24 0.31 -0.573
C -0.776698 2.232943 3.125291 0.22 -0.22 0.02 -0.017
C -2.037689 0.119095 3.785524 0.05 0.09 0.26 -0.011
O -1.337015 0.511692 1.457400 0.88 -0.26 -1.36 -0.163
Si -0.836108 -0.821694 0.650157 -3.17 -1.44 3.41 -0.011
S 0.409353 -0.505242 -1.006380 0.62 0.16 -0.41 0.614
O -0.184733 -1.887717 1.723625 0.11 0.71 -1.32 -0.118
C 0.877011 -2.295049 2.640283 0.19 -0.17 0.34 -0.606
C 2.246615 -2.199159 1.994512 0.19 -0.14 -0.16 -0.041
C 0.897936 -1.417645 3.884780 -0.07 -0.07 0.23 -0.022
C 0.602399 -3.751267 3.000585 -0.12 -0.20 0.02 -0.013
O -2.151528 -1.484472 -0.150908 1.46 0.78 0.36 -0.137
C -2.364670 -2.526205 -1.146894 -0.16 -0.53 -0.43 -0.633
C -1.687649 -2.277584 -2.488967 0.36 0.09 -0.28 -0.090
C -1.854695 -3.870906 -0.647609 -0.15 -0.21 0.30 -0.019
C -3.850216 -2.545273 -1.470366 -0.46 -0.03 0.32 -0.024
H -3.481669 2.386569 3.275841 0.17 -0.22 -0.24 0.106
H -3.866802 1.110611 2.100025 0.08 0.21 -0.05 0.106
H -3.009824 2.601722 1.586772 -0.08 -0.15 0.10 0.061
H -1.179755 2.793142 3.982329 0.09 -0.24 -0.26 0.109
H 0.184837 1.805167 3.438985 -0.24 -0.04 -0.08 0.074
H -0.573114 2.960426 2.329072 -0.16 -0.15 0.06 0.066
H -2.929577 0.384542 4.370653 0.24 -0.08 -0.23 0.102
H -2.201075 -0.870103 3.339089 0.04 0.23 0.21 0.097
H -1.199401 0.087723 4.488548 -0.23 -0.14 -0.23 0.071
H 2.474043 -1.167020 1.710744 -0.03 -0.02 -0.05 0.066
H 3.006114 -2.516537 2.726966 -0.27 0.12 -0.29 0.112
H 2.324914 -2.867289 1.131874 -0.02 0.13 0.00 0.086
H -0.014003 -1.537906 4.479049 0.25 0.09 -0.22 0.084
H 1.741773 -1.726675 4.520359 -0.26 0.08 -0.22 0.108
H 1.056075 -0.363989 3.616009 -0.16 -0.19 0.11 0.082
H -0.382666 -3.872578 3.465312 0.16 0.07 -0.17 0.101
H 0.664733 -4.384896 2.107265 -0.12 0.13 0.16 0.093
H 1.351662 -4.117770 3.714518 -0.14 0.19 -0.15 0.104
H -0.623883 -2.511694 -2.465282 0.12 0.00 0.00 0.045
H -2.140211 -2.954858 -3.228578 0.21 0.30 0.20 0.107
H -1.822527 -1.254326 -2.838471 -0.12 0.14 -0.05 0.073
H -2.338275 -4.170572 0.284469 0.00 0.06 -0.05 0.102
H -2.045304 -4.652539 -1.397829 0.02 0.28 0.21 0.107
H -0.775099 -3.832268 -0.474480 -0.03 0.02 0.01 0.080
H -4.469787 -2.796728 -0.609295 0.10 0.01 0.07 0.097
H -4.175529 -1.569907 -1.843195 0.08 -0.05 0.04 0.094
H -4.046744 -3.284673 -2.255809 0.04 0.13 0.24 0.099

***

4.
103
Properties=species:S:1:pos:R:3:forces:R:3:lowdin_charge:R:1 method="wB97M-V/def2-TZVPD" total_energy_ha=-8729.22844 multiplicity=6 e_above_lowest_ev=0.000 s2=8.91 charge=-1
Fe 0.283234 0.798081 -0.085342 -0.49 0.88 0.42 0.933
Cl -5.015242 3.743114 -7.428027 0.29 -0.42 0.61 0.582
C -4.020897 3.179731 -6.052769 0.78 3.11 -1.32 -0.649
C -4.196995 1.972014 -5.496356 -0.40 -0.75 1.01 -0.129
C -3.423704 1.627345 -4.418708 0.98 -0.66 2.76 -0.034
C -2.331641 2.388025 -3.895797 -1.20 0.39 -1.93 -0.177
C -2.121322 3.577920 -4.598113 -0.80 1.31 -0.18 -0.030
C -3.031806 4.058275 -5.589922 1.70 -1.54 0.21 -0.092
C -1.510991 1.958434 -2.760060 -0.63 -1.02 -2.38 -0.088
C -1.014208 0.650695 -2.838825 -0.66 -0.42 0.21 -0.250
C -1.272751 -0.357074 -3.838095 -0.63 3.64 -1.33 -0.023
C -0.679689 -1.515599 -3.445126 -1.19 -0.33 1.20 -0.040
C -0.278280 -1.305725 -2.120570 1.14 2.17 -0.91 -0.179
C 0.357806 -2.297348 -1.239322 0.41 0.14 -1.64 -0.294
C 0.541626 -3.680989 -1.910907 0.89 -0.34 -0.44 -0.158
C 1.317985 -3.880689 -3.155421 0.73 0.10 -0.03 -0.029
C 1.707192 -5.100881 -3.532797 0.28 -0.17 -0.14 -0.121
C 1.466369 -6.318546 -2.700719 -0.02 0.03 -0.81 -0.630
Cl 2.892261 -7.353520 -2.642588 -0.32 -0.02 0.07 0.624
C 0.317084 -6.699266 -2.123111 0.48 2.26 -1.01 -0.062
C -0.897192 -5.858809 -2.083195 0.60 1.26 -0.68 -0.068
C 1.608094 -1.756615 -0.624506 -0.32 0.15 -0.35 -0.191
N 1.813380 -0.461872 -0.193394 -0.94 -1.26 0.97 0.055
C 2.917455 -0.520229 0.604157 2.24 -3.27 -0.59 -0.206
C 3.442479 0.492173 1.392729 0.05 -1.27 0.42 -0.106
C 4.781639 0.275985 1.993401 2.31 0.13 -0.42 -0.165
C 5.959091 0.411303 1.153963 -2.66 -0.53 -0.30 -0.024
C 7.250753 0.261200 1.515856 -0.03 -0.65 3.31 -0.085
C 7.459659 -0.058125 2.890143 -0.26 0.42 -0.22 -0.625
Cl 9.024603 -0.490127 3.591571 -0.27 0.43 -0.60 0.607
C 6.392736 -0.057774 3.775777 0.40 -0.65 -0.93 -0.118
C 5.068121 0.000780 3.321512 -0.17 1.17 0.43 -0.020
C 2.653188 1.525948 1.791794 -2.01 2.52 -1.72 -0.209
C 3.043721 2.529611 2.680397 -0.92 1.35 1.19 -0.047
C 2.044283 3.436750 2.832718 -1.48 0.01 -0.47 0.034
C 0.995911 3.091231 1.783776 2.27 -0.09 3.06 -0.176
N 1.418516 1.920550 1.202729 0.66 -1.02 -0.22 0.078
C -0.185695 3.778754 1.586557 0.96 -2.42 -2.17 -0.101
C -0.922019 3.492794 0.426637 -0.66 -2.13 -1.00 -0.246
C -1.767181 4.369296 -0.177565 -0.05 1.73 1.25 -0.030
C -2.027332 3.978489 -1.448222 -3.32 3.52 -2.83 -0.057
C -1.431357 2.813986 -1.673331 2.20 -3.40 3.46 -0.216
N -0.817460 2.391785 -0.427354 1.16 0.59 -1.52 0.071
C -0.690432 4.758890 2.471530 -0.52 1.30 0.92 -0.198
C -0.004615 5.989320 2.616579 0.24 -1.39 -0.54 -0.042
C -0.269469 6.763970 3.681747 -2.60 1.03 2.45 -0.071
C -1.491088 6.403423 4.413893 2.83 2.46 0.29 -0.631
Cl -2.065733 7.414813 5.747779 0.49 0.08 -0.29 0.600
C -2.167447 5.271243 4.229499 -2.07 -1.49 1.21 -0.138
C -1.790236 4.387712 3.239932 1.78 1.13 -0.15 0.032
C 3.565894 -1.914499 0.568120 -4.89 4.07 -2.98 0.084
C 2.672540 -2.557948 -0.352167 3.05 -2.00 2.19 -0.039
N -0.359628 0.084293 -1.800138 0.56 -3.14 0.41 0.053
H -5.029738 1.376708 -5.761397 -0.61 -0.65 -0.36 0.099
H -3.687454 0.782918 -3.747363 0.00 0.26 -1.01 0.133
H -1.308933 4.263689 -4.317379 -0.27 -0.46 -0.08 0.121
H -2.691676 4.943454 -6.124087 -0.72 -0.01 0.07 0.098
H -1.840661 -0.022226 -4.746707 0.97 -1.14 0.85 0.113
H -0.912795 -2.427543 -3.947847 0.48 -0.62 -0.08 0.102
H 1.611972 -3.013140 -3.753539 -0.32 -0.27 0.14 0.132
H 2.281618 -5.208461 -4.476594 -0.34 -0.16 0.85 0.112
H 0.225177 -7.589150 -1.587619 0.20 -1.37 0.74 0.090
H -1.688873 -6.287831 -1.558101 -1.13 -0.63 0.82 0.121
H 5.778411 0.479189 0.104790 -0.28 0.58 -0.66 0.114
H 8.031875 0.452183 0.851978 1.18 -0.13 -0.97 0.088
H 6.645794 -0.181934 4.807553 -0.24 -0.21 0.49 0.088
H 4.294196 0.006895 4.084531 -0.14 -0.23 -0.24 0.125
H 3.920457 2.579216 3.258494 1.00 -0.32 0.48 0.097
H 1.989323 4.172093 3.674528 -0.05 -0.47 -1.33 0.122
H -2.040522 5.261967 0.303641 -0.52 1.10 0.28 0.104
H -2.704917 4.528689 -2.207174 1.35 -1.01 1.51 0.147
H 0.774184 6.207425 1.900659 0.30 -0.01 0.17 0.127
H 0.340141 7.606756 4.054948 -0.58 -0.39 -0.64 0.111
H -2.938568 5.027507 5.006889 0.55 0.13 -1.18 0.123
H -2.132212 3.396857 3.177638 -0.74 -1.10 -0.24 0.094
H 4.464542 -2.134001 1.027441 1.49 -0.74 0.64 0.066
H 2.885635 -3.605667 -0.643302 -0.74 0.81 0.05 0.119
O -0.602018 -2.744108 -0.289923 -1.30 -0.10 1.11 0.034
N -1.520321 -3.431193 -1.080061 -0.85 -0.69 0.87 -0.013
C -0.822226 -4.322663 -1.996376 1.27 2.07 2.07 -0.295
C -1.422479 -4.850062 -3.143498 -3.86 -1.28 -1.80 -0.121
C -2.962667 -4.676477 -2.973112 1.22 0.18 -0.68 -0.010
C -3.548986 -3.830293 -2.130238 0.06 -0.26 -0.46 -0.100
C -2.773809 -2.950540 -1.249495 0.57 -0.34 -0.64 -0.750
S -3.337813 -1.506463 -0.787868 -0.44 0.63 0.62 0.787
H 0.876277 -4.305911 -1.105880 1.41 -0.15 0.44 0.148
H -1.092484 -4.826238 -4.202809 0.15 0.09 1.04 0.164
H -3.651657 -5.137104 -3.641671 -0.01 -0.71 -0.71 0.094
H -4.623667 -3.694708 -2.255657 0.32 0.16 0.56 0.106
Br 0.007084 0.433052 4.889902 0.62 -0.36 0.04 0.770
C -0.956504 -1.154525 4.403613 0.77 0.02 1.57 -0.595
C -0.987689 -2.237947 5.324336 -1.12 -0.01 0.15 -0.115
C -2.168452 -2.979914 5.174648 -0.05 -0.30 -1.32 -0.095
C -3.047253 -2.837282 4.025606 0.04 -1.10 1.84 -0.081
C -2.798734 -1.942121 3.024854 1.35 0.83 1.46 -0.020
C -1.777932 -1.032469 3.326320 0.53 1.18 -1.75 -0.186
C -1.519489 0.158916 2.338043 -0.18 -0.24 -0.41 -0.626
O -0.767882 -0.191095 1.343950 0.07 0.32 0.34 -0.100
O -2.041445 1.253887 2.526227 0.22 -0.60 0.06 0.022
H -0.249498 -2.455452 6.175355 -1.26 0.77 -1.51 0.125
H -2.443455 -3.765904 5.877231 0.25 0.15 -0.07 0.087
H -3.935853 -3.478299 4.058134 0.35 0.19 -0.34 0.097
H -3.309235 -1.722982 2.126038 -0.92 -0.46 -0.71 0.072